{
  "formula": "H30O15",
  "method": "ωB97M-V/def2-TZVPD",
  "homo_ha": -0.35736,
  "spin_multiplicity": 1,
  "orbital_gap_ev": 9.07,
  "e_above_lowest_kcal_mol": 167.9,
  "lumo_ev": -0.7,
  "symbols": ["H", "H", "H", "H", "H", "H", "H", "H", "H", "H", "H", "H", "H", "H", "H", "H", "H", "H", "H", "H", "H", "H", "H", "H", "H", "H", "H", "H", "H", "H", "O", "O", "O", "O", "O", "O", "O", "O", "O", "O", "O", "O", "O", "O", "O"],
  "positions_angstrom": [[1.479, -0.371, 0.497], [-0.101, -0.436, 0.945], [5.029, 0.530, -3.167], [4.165, 0.837, -2.074], [-0.967, 3.761, 0.143], [-2.050, 4.513, -0.594], [0.998, -2.619, 1.964], [1.578, -2.649, 3.469], [4.370, -2.068, 0.842], [4.202, -3.388, 0.222], [3.660, 1.870, 0.867], [4.970, 2.162, 1.830], [-3.174, -0.529, 3.145], [-2.775, 0.659, 3.911], [-0.574, -1.391, -0.814], [-1.931, -1.903, -1.251], [-0.103, -3.072, -2.297], [-0.801, -2.885, -3.622], [0.448, 1.770, 1.775], [0.967, 3.040, 2.436], [-1.945, 2.511, 1.330], [-2.554, 1.216, 1.423], [-1.909, -0.051, -0.784], [-1.650, 1.393, -1.312], [-2.579, -1.148, -2.513], [-3.567, -1.146, -3.594], [-1.128, -2.532, 0.751], [-1.446, -2.797, 2.232], [-0.932, 2.824, -1.860], [-1.737, 2.221, -3.114], [0.583, -0.363, 0.206], [5.109, 0.906, -2.344], [-1.710, 3.627, -0.319], [0.757, -2.574, 2.959], [4.165, -2.499, 0.008], [4.548, 2.242, 0.939], [-3.457, 0.010, 3.909], [-0.964, -1.770, -1.568], [-0.861, -3.310, -2.841], [1.084, 2.016, 2.432], [-1.792, 1.721, 1.771], [-1.738, 0.529, -1.546], [-3.325, -0.547, -2.879], [-1.260, -3.181, 1.373], [-1.083, 2.872, -2.887]],
  "lowdin_charge": [0.039, 0.081, -0.023, 0.053, -0.012, 0.122, 0.072, 0.041, 0.037, -0.010, 0.009, 0.060, 0.032, 0.000, -0.035, 0.118, 0.055, -0.019, -0.047, 0.097, -0.030, 0.068, 0.046, -0.049, 0.038, 0.037, -0.060, 0.040, 0.047, 0.015, -0.040, -0.034, 0.003, -0.101, -0.020, -0.077, -0.043, -0.127, -0.039, -0.084, -0.023, -0.043, -0.097, -0.003, -0.092]
}